10 unconnected molecules or ions with the total composition C28H81N9O13. Source: the OMol25 dataset; level of theory: wB97M-V/def2-TZVPD.

The geometry in XYZ format:
```
131
Properties=species:S:1:pos:R:3:forces:R:3
C 5.740 3.153 0.160 0.3 0.0 1.6
O 4.355 2.963 0.150 0.1 -1.1 0.0
C 3.644 4.092 0.544 -0.1 0.4 0.5
C 2.124 3.805 0.545 2.4 -0.7 -1.8
C 1.416 4.983 0.988 -1.7 1.4 0.0
N 1.768 2.631 1.285 0.3 -1.5 0.0
H 6.241 2.284 -0.231 0.0 -0.5 -0.1
H 6.142 3.356 1.197 -0.5 -0.3 -0.7
H 6.038 3.990 -0.429 0.1 0.9 -0.7
H 3.899 4.396 1.583 0.3 0.0 -0.4
H 3.957 4.876 -0.185 -0.7 0.2 0.6
H 1.921 3.704 -0.509 -0.5 -0.4 -0.6
H 1.654 5.309 1.982 0.2 0.3 0.5
H 0.371 4.752 0.927 -0.9 -0.3 0.5
H 1.419 5.789 0.270 0.8 0.5 -0.1
H 0.954 2.790 1.846 -0.4 0.0 0.3
H 1.612 1.768 0.731 0.3 1.1 0.4
C 2.106 2.617 -3.694 0.3 1.0 0.3
O 0.743 2.305 -3.721 -0.4 0.7 0.3
C 0.363 1.076 -4.240 1.0 -0.8 -0.4
C -1.051 0.821 -3.834 -2.5 1.2 -1.3
C -1.528 -0.503 -4.330 -0.6 -1.0 -0.1
N -2.083 1.813 -4.361 1.0 -1.1 1.5
H 2.720 1.713 -3.773 0.1 0.1 0.6
H 2.255 3.239 -2.745 0.3 -1.1 -1.3
H 2.369 3.232 -4.576 0.0 0.0 0.4
H 0.618 0.950 -5.327 -0.8 0.5 0.4
H 0.966 0.279 -3.808 0.3 -0.3 0.5
H -1.196 0.914 -2.764 0.5 -0.2 0.4
H -2.542 -0.784 -3.936 0.9 0.5 -0.4
H -0.834 -1.317 -4.110 0.1 0.0 0.0
H -1.590 -0.378 -5.415 -0.2 -0.5 0.0
H -1.959 2.668 -3.824 -0.2 0.3 -1.0
H -2.143 1.842 -5.370 0.3 0.5 0.2
C 2.142 -2.806 4.866 0.1 0.2 -0.9
O 3.026 -1.691 4.552 -1.0 -1.7 -0.9
C 2.783 -1.221 3.190 0.5 1.2 1.5
C 4.078 -0.838 2.530 0.1 0.1 0.8
C 4.918 -0.008 3.539 1.8 0.5 -1.9
N 3.798 -0.172 1.269 0.3 -0.9 -0.4
H 1.142 -2.518 4.537 -0.1 -0.2 0.1
H 2.088 -2.972 5.948 0.4 0.1 -0.2
H 2.415 -3.769 4.330 0.0 1.1 0.6
H 2.121 -1.765 2.548 -0.1 -1.3 -0.1
H 2.275 -0.291 3.302 -0.8 1.1 0.3
H 4.559 -1.771 2.281 0.7 -0.3 0.0
H 4.557 1.014 3.627 -0.5 0.1 0.0
H 5.953 0.154 3.085 -1.1 -0.4 0.6
H 5.027 -0.423 4.521 0.0 -0.4 0.3
H 3.446 0.775 1.356 0.6 0.1 -0.1
H 4.599 -0.304 0.637 -0.8 0.8 0.4
C 2.468 -1.946 -1.935 1.1 0.9 -0.2
O 2.069 -2.132 -3.283 0.2 -1.3 0.3
C 1.420 -3.399 -3.468 -0.1 0.6 -2.0
C 1.372 -3.785 -5.022 0.7 0.1 1.7
C 0.624 -5.123 -5.165 -1.0 1.9 -0.2
N 2.700 -3.838 -5.604 -0.5 0.1 -0.8
H 2.951 -0.955 -1.912 -0.1 -0.4 0.1
H 3.182 -2.685 -1.513 -0.2 0.1 -0.7
H 1.653 -1.914 -1.240 -0.9 0.0 0.3
H 1.942 -4.243 -3.023 0.2 0.1 0.6
H 0.413 -3.273 -3.072 -0.3 -0.5 0.2
H 0.844 -2.987 -5.543 -0.2 -0.1 0.0
H 1.185 -5.991 -4.908 0.6 -0.5 0.2
H 0.257 -5.184 -6.187 0.1 -0.3 -0.1
H -0.266 -5.043 -4.529 0.1 -0.3 0.0
H 3.369 -4.468 -5.191 -0.1 0.1 0.3
H 3.078 -2.927 -5.810 0.2 -0.1 0.3
C -0.222 -3.836 1.611 -1.4 -1.2 -0.8
O -0.816 -4.088 0.337 0.7 1.0 -1.1
C -2.208 -4.175 0.332 -0.8 -0.2 1.3
C -2.877 -4.031 -1.025 -0.3 -1.0 -0.5
C -2.530 -5.255 -1.848 -0.7 -0.7 -0.9
N -2.601 -2.761 -1.671 -2.2 0.0 1.5
H 0.752 -3.457 1.413 0.8 0.2 0.1
H -0.214 -4.776 2.177 0.3 0.1 0.1
H -0.854 -3.114 2.080 0.1 0.4 0.7
H -2.394 -5.161 0.753 -0.8 -0.5 -0.3
H -2.733 -3.511 1.040 0.7 0.5 -0.1
H -3.970 -4.197 -0.837 0.6 0.9 0.1
H -3.112 -6.076 -1.400 0.5 -0.1 -0.2
H -1.474 -5.469 -1.827 0.4 -0.2 0.0
H -2.860 -5.222 -2.911 0.2 0.3 0.6
H -2.902 -2.630 -2.598 -0.5 -0.4 -1.2
H -1.705 -2.429 -1.586 2.7 0.5 0.4
N -2.311 4.534 -0.024 -0.2 2.8 -2.2
C -1.667 4.730 -1.280 0.0 -2.8 1.2
N -1.173 3.589 -1.879 0.0 0.0 0.1
O -1.575 5.786 -1.833 -0.1 1.6 0.1
H -2.563 5.473 0.319 0.0 -1.1 0.3
H -2.210 3.775 0.598 0.4 -0.9 0.4
H -0.415 3.762 -2.518 -0.1 -0.1 -0.3
H -1.234 2.645 -1.507 0.0 0.6 0.5
N -2.253 -1.514 6.689 1.1 0.3 -1.7
C -1.201 -0.893 5.994 0.4 0.7 -2.1
N -0.665 0.289 6.559 -0.7 -2.4 -1.4
O -0.852 -1.240 4.818 -1.1 0.6 3.5
H -2.281 -1.584 7.673 0.3 0.4 1.0
H -2.542 -2.374 6.253 0.0 0.0 -0.2
H 0.230 0.540 6.172 0.0 0.2 0.1
H -0.912 0.537 7.485 0.1 0.2 0.7
O -1.387 -1.049 1.896 0.4 0.7 -0.8
C -0.327 -0.138 1.453 -0.8 -0.4 1.3
C -0.734 0.329 0.070 0.7 -1.7 0.1
O -1.621 1.385 -0.038 -0.2 1.2 0.1
H -1.292 -1.337 2.809 0.4 0.5 0.4
H -0.224 0.684 2.201 -0.1 -0.3 -0.6
H 0.655 -0.658 1.384 -0.6 0.2 0.0
H -1.195 -0.544 -0.378 -0.1 -0.4 -0.2
H 0.194 0.453 -0.488 0.0 0.8 -0.3
H -2.494 1.064 -0.300 -0.2 -0.3 0.5
O -1.058 3.154 3.449 0.7 -1.3 1.7
C -2.164 2.790 4.308 0.6 -1.3 -1.5
C -3.281 2.069 3.521 0.0 1.2 -1.0
O -3.800 3.020 2.557 0.4 0.2 0.0
H -1.349 3.588 2.677 -1.0 0.8 -1.3
H -1.723 2.107 5.047 -0.3 0.2 -0.1
H -2.506 3.683 4.770 -0.7 0.7 0.6
H -4.109 1.767 4.146 -0.1 -0.1 0.6
H -2.933 1.192 2.987 0.5 -0.2 0.1
H -4.070 2.657 1.686 0.1 -0.4 0.8
O -4.681 2.341 -0.125 0.2 0.1 -0.2
C -5.413 1.409 -0.994 0.9 2.0 -0.9
C -4.489 0.390 -1.588 0.4 0.1 1.0
O -4.062 -0.376 -0.478 0.9 -1.6 -0.2
H -4.145 3.073 -0.541 -1.0 -1.2 -0.1
H -6.151 0.911 -0.389 -0.3 0.1 0.3
H -5.869 1.980 -1.826 -0.1 -0.2 0.5
H -3.604 0.903 -1.944 0.1 0.3 -1.0
H -4.979 -0.184 -2.382 0.1 0.0 0.1
H -3.509 -1.154 -0.791 -0.7 0.7 0.3
```
Positions in Å, forces in eV/Å.

Output
LUMO energy ... 0.34 eV
E ... -2586.229598 a.u.
ΔE to the lowest compared entry with this formula, charge and spin ... 23.2 kcal per mole
Structure (SMILES) ... COC[C@H](C)N.COC[C@H](C)N.COC[C@H](C)N.COC[C@H](C)N.COC[C@H](C)N.NC(N)=O.NC(N)=O.OCCO.OCCO.OCCO
Net charge ... 0